C4H9N in the gas phase. Source: OMol25; level of theory: ωB97M-V with the def2-TZVPD basis set.

Each line ends with the Mulliken charge.
Element x y z (Å)
C  1.55131  -1.17016  0.34868  -1.2109
C  0.59332  -0.28319  0.07912  1.0490
C  0.79491  1.15687  0.46025  -1.3623
N  -0.59317  -0.66424  -0.54300  -0.2440
C  -1.79810  0.12169  -0.62324  -0.7639
H  2.45897  -0.82779  0.82477  0.2421
H  1.57626  -2.23902  0.23328  0.2910
H  1.84944  1.38233  0.35590  0.3724
H  0.49969  1.29191  1.49346  0.2738
H  0.20860  1.85287  -0.13237  0.3738
H  -0.72632  -1.66238  -0.59193  0.2011
H  -2.25328  0.08070  -1.61410  0.2519
H  -1.59670  1.15609  -0.38395  0.2551
H  -2.56494  -0.19569  0.09312  0.2710

Values from the calculation:
total energy: -212.5271 Eh
frontier orbital gap: 8.7 eV
SMILES string: C=C(C)NC
lowest unoccupied orbital energy: 1.10 eV
ΔE to the lowest compared entry with this formula, charge and spin: 0.6559 eV
highest occupied orbital energy: -7.6 eV